(1)
Formula: C2H12NO3
Source: OMol25
Level of theory: the ωB97M-V functional and the def2-TZVPD basis

Structure (XYZ):
```
18
Properties=species:S:1:pos:R:3:forces:R:3
C 0.319584 0.431075 1.480815 -2.0971 0.6580 -0.9999
C 0.620914 -0.463766 -0.738407 -0.3743 2.1819 1.3155
N -0.214394 0.011855 0.127831 1.3297 -2.0323 0.1065
H 0.154786 -0.468156 2.086985 1.0919 0.2857 0.0681
H -0.407734 1.149358 1.868759 0.2971 0.1621 -0.0437
H 1.273759 0.928243 1.312609 0.2128 -0.6034 0.6121
H 1.614876 -0.058074 -0.553285 0.2399 -0.7055 -0.3717
H 0.374248 -1.055587 -1.594398 -0.5331 -0.1044 -0.3098
H -1.184949 -0.306342 0.136058 -0.4159 0.2489 -0.5039
H 4.614762 0.264258 1.760083 -0.2079 -0.1844 -0.0159
H 4.826326 1.641209 2.259689 -0.2617 0.2862 0.0999
O 4.108663 1.041625 2.022257 0.3690 -0.1445 -0.1414
H -3.997822 -0.696900 -0.532796 0.2739 -0.0657 -0.2891
H -3.765742 -0.011806 0.758658 0.2023 0.2245 0.0976
O -3.312752 -0.193579 -0.074559 -0.2354 -0.1858 0.3171
H -1.133132 -1.015322 -3.949326 -0.1832 0.0629 -0.0221
H -2.420612 -0.560869 -3.241649 -0.0907 0.0255 -0.1202
O -1.470780 -0.637225 -3.129329 0.3824 -0.1097 0.2010
```
Positions in Å, forces in eV/Å.

Values from the calculation:
* charge: +1
* E_LUMO: -4.61 eV
* HOMO level: -14.51 eV
* largest force on an atom: 0.05008 Eh/bohr
* HOMO-LUMO gap: 9.90 eV
* DFT total energy: -363.597691 a.u.
* molecular weight: 98.12 g/mol


(2)
Formula: C8H12Cl2N2O4TiYb
Source: OMol25
Level of theory: the ωB97M-V functional and the def2-TZVPD basis

Structure (XYZ):
```
30
Properties=species:S:1:pos:R:3:forces:R:3
Ti -3.122778 -0.251162 -4.020256 3.5901 -1.9307 0.0585
Yb -1.817858 0.219415 -0.058796 -1.1770 0.4006 -1.3159
Cl -1.313663 1.016456 -4.234136 -1.0944 -0.5768 0.1525
Cl -2.857397 -1.266015 -1.822283 -0.8371 -0.0898 -1.8442
C -2.862481 -0.980126 1.804632 -2.4682 -3.5347 4.3355
C -4.156097 1.316629 -4.118971 0.6416 11.5943 -1.8810
C -5.021767 0.116281 -3.763618 -11.3105 -4.9517 3.1503
O -3.325616 -1.653544 2.617541 1.9738 2.9480 -3.4919
O -4.491309 2.476111 -4.234765 1.1159 -6.3076 0.7079
O -6.183128 -0.056616 -3.471247 6.8854 1.5661 -1.8772
C -0.218185 1.583262 1.361146 0.3734 0.1817 0.4541
N 1.060341 0.848577 1.489603 -0.5429 -1.2833 -0.5814
C 1.739993 0.978498 2.780452 0.3662 0.4275 0.8136
C 1.220968 -0.173166 0.579951 -3.0760 1.5097 0.1398
O 0.223718 -0.430369 -0.204537 2.1408 0.3563 1.1010
N 2.329403 -0.918199 0.442523 2.1833 -0.6911 -0.6491
C 3.620859 -0.845923 1.145179 -0.3701 0.3460 1.0263
C 2.317397 -1.808509 -0.708199 0.5933 -0.8338 -0.1926
H -0.232985 2.433151 2.044595 0.2276 -0.0036 -0.1335
H -1.096071 0.950168 1.712606 1.2714 0.7628 0.4796
H -0.323954 1.983941 0.323195 0.1540 -0.1052 0.6032
H 1.874915 0.010714 3.277271 -0.0459 0.1057 -0.2352
H 2.704521 1.487119 2.669945 -0.1549 0.0150 0.0241
H 1.112026 1.593461 3.436076 0.2304 -0.1252 -0.2083
H 3.940100 -1.865560 1.418480 -0.1680 0.1325 -0.2623
H 4.405067 -0.413124 0.499779 -0.3009 -0.1232 -0.2209
H 3.540584 -0.252015 2.057165 0.1665 -0.2323 -0.4179
H 1.469978 -2.500864 -0.644296 0.0866 0.0917 0.0403
H 2.198738 -1.230891 -1.635483 -0.0379 0.0774 0.1612
H 3.264679 -2.367701 -0.743551 -0.4163 0.2737 0.0634
```
Positions in Å, forces in eV/Å.

Values from the calculation:
* charge: +4
* E_LUMO (alpha / beta): -16.36 / -17.01 eV
* 2S+1: 3
* HOMO level (alpha / beta): -22.23 / -22.22 eV
* largest force on an atom: 0.24780 Eh/bohr
* HOMO-LUMO gap (alpha / beta): 5.87 / 5.21 eV
* DFT total energy: -3649.299163 a.u.
* molecular weight: 492.01 g/mol
* expectation value of S²: 2.05